# C48H60N12

A 12-piece molecular cluster, C48H60N12 overall (ωB97M-V/def2-TZVPD, the OMol25 dataset).

Each line ends with the Mulliken charge.
CARTESIAN COORDINATES (ANGSTROEM)
C 0.894 1.431 6.638  -0.921
C 0.927 2.233 5.401  -0.537
C 0.010 1.505 4.474  0.570
N -0.338 0.332 5.071  -0.494
C 0.163 0.132 6.358  -0.365
H 1.428 1.714 7.549  0.371
H 1.275 3.218 5.191  0.461
H -0.477 1.619 3.409  -0.308
H -1.026 -0.253 4.574  0.535
H -0.193 -0.638 7.064  0.404
C 4.486 2.399 1.979  -0.378
C 3.096 2.716 1.486  0.486
C 2.861 4.036 2.179  -0.738
N 3.796 4.280 3.060  0.098
C 4.939 3.531 2.933  -0.682
H 5.038 1.435 1.598  0.217
H 2.374 2.022 0.852  0.091
H 1.910 4.729 2.117  0.267
H 3.783 5.176 3.616  0.292
H 5.858 3.642 3.628  0.293
C -0.609 3.955 -5.523  -0.459
C 0.899 3.827 -5.741  -0.588
C 1.398 4.139 -4.397  -0.158
N 0.373 4.343 -3.524  -0.003
C -0.886 4.234 -4.111  -0.372
H -1.355 3.712 -6.221  0.451
H 1.426 3.920 -6.777  0.336
H 2.546 4.304 -3.884  0.218
H 0.504 4.423 -2.490  0.269
H -1.850 4.335 -3.676  0.402
C -0.735 -1.817 2.514  1.191
C -0.841 -2.249 3.960  -1.621
C -2.255 -1.775 4.295  -0.652
N -2.715 -0.975 3.380  0.185
C -1.991 -1.038 2.253  -1.036
H 0.094 -1.797 1.787  0.721
H -0.111 -2.697 4.584  0.537
H -2.704 -1.843 5.317  0.337
H -3.527 -0.387 3.408  0.277
H -2.066 -0.313 1.398  0.008
C -1.352 3.962 3.229  -0.486
C -2.593 4.636 3.609  -1.130
C -3.677 4.089 2.731  -0.577
N -3.134 3.160 1.927  0.064
C -1.754 3.066 2.108  -0.195
H -0.399 4.235 3.605  0.485
H -2.578 5.437 4.249  0.481
H -4.688 4.356 2.866  0.469
H -3.659 2.557 1.045  0.378
H -1.120 2.326 1.592  0.590
C 3.472 -1.922 2.357  -0.295
C 3.594 -2.902 3.539  -1.115
C 2.589 -2.315 4.587  -0.468
N 2.095 -1.101 4.071  0.201
C 2.478 -0.847 2.742  -0.964
H 3.970 -1.799 1.315  0.170
H 4.179 -3.777 3.669  0.447
H 2.165 -2.670 5.509  0.521
H 1.436 -0.521 4.497  0.426
H 2.059 -0.032 2.275  1.118
C 3.020 -1.349 -1.757  0.749
C 4.050 -0.377 -1.327  -0.388
C 5.436 -1.105 -1.416  -0.817
N 5.195 -2.282 -2.138  -0.096
C 3.775 -2.608 -2.277  -1.675
H 1.828 -1.170 -1.978  0.019
H 3.974 0.724 -1.154  0.406
H 6.332 -0.805 -1.124  0.564
H 6.078 -2.814 -2.227  0.261
H 3.393 -3.421 -2.499  0.954
C 1.105 -1.180 -5.176  -0.771
C -0.055 -0.144 -5.338  -0.561
C -1.363 -0.834 -4.700  -0.736
N -0.910 -2.129 -4.368  -0.163
C 0.458 -2.501 -4.536  -0.879
H 2.138 -0.956 -5.218  0.495
H 0.078 1.007 -5.816  0.221
H -2.340 -0.551 -4.896  0.356
H -1.654 -2.670 -3.914  -0.184
H 1.054 -3.311 -4.463  0.645
C -3.093 -2.341 -2.764  0.731
C -2.319 -3.706 -2.439  -0.413
C -2.142 -4.367 -3.778  -0.518
N -2.757 -3.630 -4.742  0.039
C -3.433 -2.506 -4.296  -0.772
H -3.122 -1.755 -1.979  -0.118
H -1.934 -4.055 -1.523  1.017
H -1.838 -5.338 -4.011  0.593
H -2.641 -3.845 -5.813  0.358
H -4.123 -1.754 -4.914  0.374
C -0.028 -5.442 -1.636  -1.055
C 0.505 -4.132 -1.054  0.455
C 0.157 -4.321 0.385  -0.552
N -0.440 -5.563 0.564  0.025
C -0.542 -6.343 -0.536  -0.606
H 0.081 -5.861 -2.627  0.592
H 0.926 -3.277 -1.429  0.606
H 0.597 -3.626 1.337  0.066
H -0.926 -5.804 1.452  0.273
H -0.968 -7.461 -0.695  0.285
C -0.032 0.853 -0.108  0.893
C 0.018 2.011 -1.099  -0.582
C -0.269 1.423 -2.423  0.566
N -0.611 0.106 -2.370  1.489
C -0.574 -0.241 -1.031  -4.874
H -0.027 0.819 0.982  -0.157
H 0.236 3.064 -0.804  -0.100
H -0.166 1.965 -3.393  -0.055
H -0.839 -0.267 -3.191  0.723
H -0.680 -1.205 -0.891  2.559
C -5.143 0.797 -0.313  -1.444
C -4.938 2.300 -0.683  -0.934
C -3.409 2.435 -0.945  -0.984
N -2.805 1.208 -0.792  0.089
C -3.750 0.179 -0.341  -0.278
H -6.069 0.486 -0.094  0.587
H -5.690 2.956 -0.602  0.583
H -2.819 3.190 -1.324  0.571
H -1.978 0.851 -0.829  1.030
H -3.492 -0.824 -0.181  0.716

Properties
- spin multiplicity = 1
- E (eV) = -68600.310
- SMILES string = c1cc[nH]c1.c1cc[nH]c1.c1cc[nH]c1.c1cc[nH]c1.c1cc[nH]c1.c1cc[nH]c1.c1cc[nH]c1.c1cc[nH]c1.c1cc[nH]c1.c1cc[nH]c1.c1cc[nH]c1.c1cc[nH]c1